{
  "formula": "C23H60InO20",
  "method": "ωB97M-V/def2-TZVPD",
  "elements": ["In", "C", "C", "C", "O", "C", "C", "C", "O", "O", "O", "H", "H", "C", "O", "C", "C", "O", "C", "H", "H", "H", "H", "H", "H", "H", "H", "H", "H", "C", "O", "C", "C", "O", "C", "H", "H", "H", "H", "H", "H", "H", "H", "H", "H", "C", "O", "C", "C", "O", "C", "H", "H", "H", "H", "H", "H", "H", "H", "H", "H", "C", "O", "C", "C", "O", "C", "H", "H", "H", "H", "H", "H", "H", "H", "H", "H", "O", "H", "H", "O", "H", "H", "O", "H", "H", "O", "H", "H", "O", "H", "H", "O", "H", "H", "O", "H", "H", "C", "O", "H", "H", "H", "H"],
  "positions_angstrom": [[-35.996, -11.705, -0.021], [-33.492, -7.841, -2.247], [-34.122, -9.084, -1.867], [-33.917, -10.287, -2.774], [-34.478, -11.336, -2.498], [-33.048, -10.134, -3.926], [-32.550, -8.863, -4.343], [-32.780, -7.667, -3.481], [-32.392, -6.544, -3.750], [-31.957, -8.767, -5.408], [-34.836, -9.227, -0.889], [-33.614, -6.982, -1.589], [-32.855, -11.021, -4.521], [-27.992, -16.429, -8.145], [-28.691, -15.231, -8.050], [-30.044, -15.405, -7.706], [-30.760, -14.083, -7.808], [-30.311, -13.212, -6.785], [-31.128, -12.085, -6.630], [-28.025, -17.054, -7.239], [-26.943, -16.247, -8.370], [-28.371, -17.094, -8.937], [-30.080, -15.803, -6.682], [-30.539, -16.128, -8.368], [-31.836, -14.298, -7.777], [-30.521, -13.631, -8.777], [-32.153, -12.311, -6.284], [-31.157, -11.445, -7.513], [-30.662, -11.531, -5.807], [-33.465, -7.771, 4.899], [-33.236, -8.428, 3.680], [-32.767, -7.543, 2.690], [-32.305, -8.357, 1.476], [-31.566, -9.501, 1.821], [-30.244, -9.233, 2.193], [-32.569, -7.296, 5.312], [-33.800, -8.501, 5.638], [-34.268, -7.024, 4.833], [-31.994, -6.859, 3.050], [-33.631, -6.958, 2.336], [-31.717, -7.695, 0.825], [-33.222, -8.701, 0.998], [-30.155, -8.645, 3.114], [-29.663, -8.717, 1.416], [-29.731, -10.173, 2.384], [-31.546, -14.824, -3.653], [-31.158, -14.224, -2.428], [-31.178, -12.830, -2.549], [-30.450, -12.123, -1.417], [-30.789, -12.624, -0.165], [-29.716, -12.510, 0.758], [-30.829, -14.633, -4.457], [-32.511, -14.412, -3.987], [-31.660, -15.890, -3.482], [-32.227, -12.488, -2.574], [-30.687, -12.496, -3.475], [-30.733, -11.057, -1.507], [-29.377, -12.197, -1.629], [-30.061, -12.550, 1.786], [-29.160, -11.581, 0.598], [-29.012, -13.325, 0.558], [-36.117, -7.724, -4.621], [-37.118, -8.581, -5.088], [-36.629, -9.811, -5.596], [-37.788, -10.688, -5.982], [-38.521, -11.018, -4.828], [-39.435, -12.076, -5.003], [-36.563, -6.729, -4.629], [-35.284, -7.653, -5.336], [-35.777, -7.961, -3.603], [-35.996, -10.273, -4.829], [-36.049, -9.618, -6.511], [-37.384, -11.610, -6.429], [-38.422, -10.212, -6.736], [-40.145, -11.853, -5.797], [-39.947, -12.221, -4.049], [-38.904, -13.030, -5.139], [-36.947, -13.251, -2.160], [-37.847, -13.555, -2.307], [-36.558, -13.198, -3.052], [-34.153, -4.760, -0.100], [-33.901, -4.356, 0.737], [-34.799, -5.441, 0.137], [-35.322, -13.413, -4.468], [-34.805, -12.807, -3.921], [-35.195, -13.120, -5.376], [-33.246, -9.959, -7.870], [-33.764, -10.726, -7.610], [-32.906, -9.587, -7.046], [-35.975, -6.798, 0.070], [-35.564, -7.574, -0.328], [-36.874, -7.052, 0.300], [-31.615, -4.884, -1.562], [-32.421, -4.768, -1.037], [-31.872, -5.418, -2.319], [-29.888, -6.770, -7.089], [-30.296, -7.513, -6.641], [-30.516, -6.042, -6.970], [-33.158, -5.826, -7.242], [-32.246, -5.184, -6.370], [-32.697, -6.654, -7.789], [-34.056, -6.176, -6.720], [-33.503, -5.085, -7.962], [-32.251, -5.595, -5.499]],
  "atomic_forces_ev_per_a": [[0.03, -0.25, -0.48], [-0.47, -0.73, 0.61], [0.08, -0.58, -0.57], [0.28, 0.17, -0.01], [-0.09, 0.01, 0.03], [-0.86, -0.18, 1.27], [0.89, -0.06, -1.63], [0.21, 1.27, 0.50], [-0.05, -0.85, -0.63], [-0.28, 0.25, 0.54], [-0.04, 0.17, 0.13], [0.11, 0.12, -0.05], [0.19, 0.10, -0.12], [0.33, -1.28, -0.16], [-0.13, 0.38, -0.18], [0.40, -0.08, 0.20], [0.46, -0.19, -0.34], [-0.77, -0.34, 0.15], [0.70, 0.35, 0.72], [-0.10, 0.38, 0.20], [-0.06, 0.34, 0.04], [-0.15, 0.29, -0.10], [-0.29, 0.04, 0.01], [0.07, 0.01, -0.07], [-0.07, 0.30, 0.29], [-0.14, -0.05, -0.07], [-0.07, -0.35, -0.33], [-0.12, -0.08, -0.10], [-0.04, 0.22, -0.19], [-0.45, 0.02, 0.73], [0.42, 0.06, -0.03], [-0.50, -0.17, -0.41], [-0.06, 0.07, 0.80], [-0.10, -0.16, -0.46], [0.80, 0.15, 0.38], [0.08, 0.06, -0.24], [0.08, -0.16, -0.19], [0.14, 0.09, -0.19], [0.05, -0.10, 0.22], [0.24, 0.39, 0.03], [-0.17, 0.00, -0.22], [0.17, -0.17, -0.28], [-0.24, 0.06, -0.04], [-0.26, 0.08, -0.13], [-0.22, -0.11, -0.01], [-0.27, 0.11, 0.01], [0.27, 0.18, -0.30], [-0.27, 0.10, 0.28], [0.07, -0.11, -0.63], [-0.30, 0.16, 0.36], [0.58, -0.15, -0.54], [0.17, -0.03, 0.10], [-0.06, -0.12, 0.07], [0.06, -0.01, -0.01], [-0.02, -0.10, -0.05], [-0.05, -0.05, -0.10], [0.19, 0.06, 0.10], [0.03, -0.06, 0.28], [-0.30, -0.09, -0.08], [-0.14, 0.11, 0.13], [0.01, -0.05, 0.24], [-0.50, 0.66, -0.83], [0.06, -0.25, 0.06], [-0.21, 0.66, -0.21], [-0.01, -0.67, 0.28], [0.15, 0.19, 0.33], [0.30, -0.28, 0.63], [0.07, 0.02, 0.36], [0.22, -0.28, 0.21], [0.05, -0.13, 0.02], [-0.03, -0.34, -0.05], [0.21, -0.03, 0.14], [0.05, 0.06, -0.09], [0.03, 0.17, 0.04], [-0.08, -0.25, -0.09], [-0.24, 0.38, -0.15], [-0.04, 0.12, -0.61], [0.13, 0.36, 0.22], [-0.08, -0.04, 0.10], [-0.03, -0.13, -0.01], [0.25, -0.08, 0.08], [0.02, 0.10, -0.03], [-0.24, 0.10, -0.01], [-0.02, 0.15, 0.14], [0.20, -0.01, -0.02], [-0.10, -0.07, -0.05], [-0.19, 0.10, 0.15], [0.00, -0.06, -0.09], [0.14, 0.00, -0.17], [0.02, -0.02, -0.07], [-0.17, -0.21, 0.25], [-0.01, 0.11, 0.01], [0.10, -0.25, 0.30], [-0.07, 0.05, -0.13], [0.01, 0.37, 0.00], [0.06, 0.04, -0.07], [-0.04, -0.06, 0.03], [0.02, 0.03, 0.07], [-0.31, 0.09, -0.08], [0.13, 0.11, 0.04], [-0.01, -0.03, 0.08], [0.09, -0.09, 0.05], [0.11, -0.03, -0.04], [0.01, -0.03, -0.19]],
  "charge": 1,
  "total_energy_ha": -2606.70489,
  "homo_lumo_gap_ev": 2.6
}



{
  "formula": "C27H76BIO17S",
  "method": "ωB97M-V/def2-TZVPD",
  "elements": ["C", "O", "C", "C", "C", "C", "C", "C", "C", "C", "C", "C", "C", "C", "C", "I", "O", "S", "O", "O", "O", "C", "B", "C", "O", "H", "H", "H", "H", "H", "H", "H", "H", "H", "H", "H", "H", "H", "H", "H", "H", "H", "H", "H", "H", "H", "H", "H", "H", "H", "H", "H", "H", "H", "H", "H", "H", "C", "O", "H", "H", "H", "H", "C", "O", "H", "H", "H", "H", "C", "O", "H", "H", "H", "H", "C", "O", "H", "H", "H", "H", "C", "O", "H", "H", "H", "H", "C", "O", "H", "H", "H", "H", "C", "O", "H", "H", "H", "H", "C", "O", "H", "H", "H", "H", "C", "O", "H", "H", "H", "H", "C", "O", "H", "H", "H", "H", "C", "O", "H", "H", "H", "H"],
  "positions_angstrom": [[-0.681, 4.178, -0.592], [0.607, 4.021, -0.004], [1.321, 2.962, -0.610], [1.821, 3.332, -2.011], [2.054, 2.088, -2.842], [0.722, 1.479, -3.325], [0.817, 1.158, -4.813], [-0.212, 0.142, -5.311], [-0.139, -1.202, -4.587], [-1.530, -1.825, -4.325], [-1.583, -2.283, -2.871], [-1.939, -1.094, -1.986], [-1.690, -1.394, -0.518], [-0.255, -1.033, -0.155], [0.370, -1.814, 0.991], [-0.968, -2.002, 2.649], [1.443, -0.969, 1.495], [2.838, -1.351, 0.797], [3.337, -0.277, 0.042], [3.694, -1.855, 1.803], [2.256, -2.467, -0.159], [1.098, -3.055, 0.497], [1.523, -4.234, 1.500], [2.964, -4.846, 1.527], [0.575, -4.809, 2.328], [-1.083, 3.217, -0.899], [-0.589, 4.814, -1.471], [-1.318, 4.673, 0.124], [0.706, 2.061, -0.675], [2.182, 2.750, 0.010], [1.132, 4.030, -2.473], [2.768, 3.844, -1.876], [2.636, 1.381, -2.262], [2.630, 2.367, -3.715], [0.458, 0.624, -2.719], [-0.030, 2.250, -3.168], [0.650, 2.077, -5.364], [1.800, 0.804, -5.101], [-0.009, -0.051, -6.361], [-1.217, 0.547, -5.275], [0.333, -1.106, -3.617], [0.414, -1.921, -5.174], [-2.303, -1.076, -4.430], [-1.731, -2.639, -5.006], [-0.631, -2.724, -2.581], [-2.358, -3.033, -2.740], [-2.992, -0.894, -2.130], [-1.334, -0.249, -2.299], [-1.950, -2.433, -0.321], [-2.379, -0.794, 0.062], [0.367, -1.137, -1.039], [-0.234, 0.007, 0.140], [0.519, -3.554, -0.281], [3.262, -4.991, 2.559], [3.713, -4.255, 1.026], [2.875, -5.834, 1.083], [0.768, -4.502, 3.233], [2.585, 6.779, -1.619], [2.635, 6.453, -3.009], [2.868, 5.896, -1.057], [3.284, 7.589, -1.394], [1.573, 7.073, -1.333], [2.383, 7.240, -3.503], [-2.502, -5.911, 3.970], [-2.725, -4.805, 3.089], [-3.310, -5.937, 4.695], [-2.494, -6.850, 3.409], [-1.558, -5.796, 4.495], [-1.997, -4.793, 2.456], [-4.194, 6.258, -0.546], [-2.827, 6.651, -0.596], [-4.408, 5.679, -1.442], [-4.380, 5.643, 0.334], [-4.847, 7.135, -0.525], [-2.642, 7.156, 0.202], [-0.883, -6.214, 7.699], [-1.255, -6.945, 6.533], [-0.943, -5.156, 7.458], [-1.563, -6.428, 8.528], [0.140, -6.453, 8.000], [-1.203, -7.883, 6.747], [-0.568, 5.181, -5.006], [-1.651, 4.727, -4.195], [-0.439, 4.473, -5.820], [-0.787, 6.168, -5.424], [0.352, 5.225, -4.415], [-1.761, 5.354, -3.472], [-2.243, 4.487, 3.235], [-3.219, 4.803, 2.232], [-1.482, 5.262, 3.220], [-2.702, 4.454, 4.221], [-1.773, 3.525, 3.020], [-3.886, 4.109, 2.256], [1.712, -4.843, -5.534], [1.672, -3.772, -6.470], [0.753, -4.869, -5.021], [1.870, -5.799, -6.040], [2.505, -4.689, -4.797], [2.521, -3.748, -6.923], [-0.750, 2.091, 5.817], [-1.284, 3.412, 5.946], [-1.026, 1.714, 4.833], [0.333, 2.107, 5.905], [-1.166, 1.435, 6.583], [-1.033, 3.732, 6.818], [1.756, -0.477, 7.010], [1.151, 0.632, 7.674], [1.107, -0.766, 6.191], [2.732, -0.205, 6.604], [1.869, -1.324, 7.693], [1.728, 0.888, 8.400], [-4.409, -5.856, -0.045], [-4.801, -4.532, 0.287], [-5.065, -6.207, -0.838], [-3.375, -5.882, -0.404], [-4.507, -6.520, 0.818], [-4.218, -4.231, 0.992], [5.493, 0.821, -0.541], [5.061, 1.599, -1.656], [4.608, 0.398, -0.072], [6.150, 0.008, -0.863], [6.017, 1.443, 0.189], [5.842, 1.977, -2.073]],
  "atomic_forces_ev_per_a": [[0.81, 0.41, 0.07], [-0.36, -0.41, 0.29], [0.16, 0.51, -0.62], [0.52, -0.33, 0.84], [-0.69, 0.27, -0.04], [0.91, 0.60, -0.24], [-0.95, -0.36, -0.06], [0.64, -0.26, -0.14], [-1.12, -0.07, -0.32], [0.78, -0.04, 0.61], [-0.67, 0.07, -0.28], [0.27, -0.85, 0.08], [-0.09, 0.32, -0.28], [-0.82, -0.26, 0.40], [0.02, 1.00, -0.16], [0.03, 0.06, -0.12], [0.58, -0.39, -0.17], [-0.83, -0.08, 1.04], [-2.84, -0.55, -0.78], [0.19, -0.75, 0.45], [0.27, 0.07, -0.01], [-0.12, -0.99, 0.46], [0.65, -0.23, 0.25], [-0.50, 0.53, -0.13], [-0.14, 0.71, 0.21], [-0.25, -0.22, 0.02], [-0.23, 0.06, -0.21], [-0.24, 0.01, 0.16], [-0.23, -0.13, 0.15], [0.12, -0.14, 0.31], [-0.13, 0.02, -0.30], [0.16, 0.27, -0.12], [0.23, -0.18, -0.03], [0.34, -0.02, -0.20], [-0.06, -0.24, 0.06], [-0.47, -0.10, -0.07], [0.16, 0.32, -0.14], [0.39, -0.14, 0.21], [-0.09, 0.12, -0.30], [-0.25, 0.20, 0.23], [0.38, 0.12, 0.09], [0.49, -0.07, -0.05], [-0.32, 0.17, -0.33], [-0.12, -0.20, -0.26], [0.22, -0.16, 0.09], [-0.08, -0.31, 0.15], [-0.23, 0.36, -0.19], [-0.20, 0.42, -0.01], [0.12, -0.26, 0.08], [-0.09, 0.08, 0.44], [0.36, -0.08, -0.08], [0.09, 0.34, -0.01], [-0.16, 0.18, -0.29], [0.13, -0.12, 0.29], [0.25, -0.06, -0.20], [0.13, -0.29, -0.14], [-0.30, -0.59, -0.20], [-0.06, 0.20, -0.33], [-0.01, 0.00, 0.05], [-0.03, -0.04, -0.02], [-0.03, -0.01, 0.12], [0.03, -0.02, 0.15], [0.04, -0.08, 0.02], [0.05, 0.21, -0.44], [-0.18, -0.14, -0.11], [-0.02, 0.06, 0.00], [0.01, -0.07, 0.12], [0.02, -0.08, 0.09], [0.07, 0.04, 0.14], [0.10, 0.13, 0.11], [-0.07, 0.10, -0.13], [0.05, 0.02, -0.04], [-0.08, -0.01, -0.02], [-0.09, -0.07, -0.04], [0.04, -0.13, -0.02], [-0.03, -0.24, -0.08], [0.09, -0.07, 0.22], [-0.02, 0.01, -0.04], [0.03, 0.08, 0.05], [0.01, 0.07, 0.06], [-0.02, 0.07, -0.06], [-0.14, 0.07, 0.41], [0.02, -0.01, -0.11], [-0.04, -0.05, 0.01], [0.10, -0.01, -0.07], [0.10, 0.05, -0.16], [-0.01, -0.07, -0.01], [-0.35, -0.09, -0.15], [0.12, 0.00, 0.06], [-0.01, 0.03, -0.06], [0.10, -0.02, 0.07], [0.10, 0.03, 0.06], [0.04, 0.07, -0.02], [0.16, 0.13, -0.17], [0.02, -0.10, 0.04], [-0.03, 0.03, -0.01], [-0.04, -0.05, 0.08], [-0.04, -0.06, 0.06], [-0.10, 0.06, 0.01], [-0.16, 0.30, 0.01], [0.04, -0.12, 0.04], [-0.05, 0.08, -0.01], [0.06, -0.12, -0.02], [0.08, -0.12, -0.03], [-0.04, 0.03, -0.08], [0.06, 0.18, 0.28], [0.18, -0.17, 0.10], [-0.11, 0.01, -0.07], [0.04, -0.06, -0.05], [0.01, -0.04, -0.09], [-0.07, -0.01, -0.05], [0.04, 0.20, 0.19], [0.12, -0.03, -0.09], [-0.02, 0.02, -0.02], [-0.01, -0.10, -0.03], [0.03, -0.08, -0.05], [-0.11, -0.02, 0.14], [0.87, 0.54, 0.08], [0.08, 0.08, -0.11], [2.04, 1.06, -0.47], [0.11, -0.06, 0.02], [0.23, 0.06, -0.01], [-0.14, 0.00, -0.01]],
  "smiles": "COCCCCCCCCCCCC[C@]1(I)OS(=O)(=O)O[C@H]1B(C)O.CO.CO.CO.CO.CO.CO.CO.CO.CO.CO.CO",
  "charge": 0,
  "total_energy_ha": -3073.89708,
  "homo_lumo_gap_ev": 8.8
}